Model 1:
Below is an isolated molecule of C5H3N, with properties calculated with wB97M-V/def2-TZVPD.

E_HOMO (alpha / beta): -5.60 / -8.80 eV
frontier orbital gap (alpha / beta): 6.035 / 6.971 eV
2S+1: 3

Last column: Löwdin spin population.
Positions of all 9 atoms, in Å:
C -1.146 0.506 0.359  0.21
C -0.459 1.554 0.921  0.61
C 0.102 -0.217 -0.218  0.14
C 0.409 1.142 -0.125  0.68
C 0.741 -1.211 -0.634  0.17
N 1.418 -2.059 -1.182  0.09
H -2.106 0.587 -0.066  0.03
H -0.836 2.358 1.397  0.04
H 1.876 -2.659 -0.452  0.03


Model 2:
Below is an isolated molecule of C5H3N, with properties calculated with wB97M-V/def2-TZVPD.

E_HOMO (alpha / beta): -6.47 / -10.89 eV
frontier orbital gap (alpha / beta): 6.968 / 7.757 eV
2S+1: 3

Last column: natural (NBO) charge in e.
Positions of all 9 atoms, in Å:
C -0.129 0.585 -0.572  -0.05
C -1.352 0.327 -0.270  0.23
C -3.998 -0.401 0.253  0.35
C 1.647 -0.457 0.457  -0.31
C 1.302 0.524 -0.392  -0.25
N -2.870 -0.072 0.053  -0.58
H 2.646 -0.698 0.543  0.18
H 0.920 -0.885 1.066  0.19
H 1.835 1.078 -1.138  0.23


Which one is most stable, and which one is least stable? model 1 is the most stable of them, while model 2 is the least stable.


Model 1:
Below is an isolated molecule of C10H9NO, with properties calculated with wB97M-V/def2-TZVPD.

E_HOMO: -8.23 eV
frontier orbital gap: 8.197 eV
2S+1: 1
SMILES: Cc1cnc2c(O)cccc2c1

Last column: natural (NBO) charge in e.
Positions of all 21 atoms, in Å:
C -3.699 0.302 -0.024  -0.64
C -2.283 0.057 -0.072  -0.13
C -1.836 -1.216 -0.081  0.06
N -0.464 -1.438 -0.120  -0.36
C 0.381 -0.390 -0.118  0.10
C 1.702 -0.697 -0.055  0.32
O 1.883 -2.124 0.239  -0.69
C 2.684 0.177 -0.262  -0.29
C 2.448 1.599 -0.033  -0.19
C 1.052 1.939 0.078  -0.21
C 0.003 1.005 0.219  -0.11
C -1.371 1.069 0.121  -0.09
H -3.936 1.470 -0.095  0.23
H -4.080 -0.459 -0.870  0.23
H -4.468 0.085 0.840  0.24
H -2.454 -2.054 -0.172  0.20
H 2.758 -2.351 0.675  0.48
H 3.638 -0.367 -0.257  0.22
H 3.208 2.439 -0.279  0.23
H 0.960 3.095 -0.045  0.22
H -1.927 2.126 0.489  0.19


Model 2:
Below is an isolated molecule of C10H9NO, with properties calculated with wB97M-V/def2-TZVPD.

E_HOMO: -7.81 eV
frontier orbital gap: 8.557 eV
2S+1: 1
SMILES: Nc1ccc2ccc(O)cc2c1

Last column: natural (NBO) charge in e.
Positions of all 21 atoms, in Å:
N 3.519 -1.068 -0.069  -0.81
C 2.318 -0.418 -0.026  0.18
C 2.223 1.020 0.106  -0.27
C 0.938 1.589 0.017  -0.15
C -0.271 0.923 -0.029  -0.10
C -1.544 1.640 -0.056  -0.15
C -2.691 0.971 -0.074  -0.28
C -2.692 -0.466 -0.122  0.31
O -3.909 -1.084 0.263  -0.65
C -1.494 -1.174 -0.117  -0.29
C -0.247 -0.500 -0.101  -0.03
C 1.055 -1.037 -0.047  -0.27
H 4.294 -0.628 0.504  0.39
H 3.603 -2.115 -0.007  0.39
H 3.018 1.698 0.372  0.21
H 0.884 2.685 -0.078  0.20
H -1.320 2.732 0.009  0.22
H -3.580 1.642 -0.280  0.23
H -3.640 -1.988 0.033  0.47
H -1.597 -2.252 -0.213  0.20
H 1.131 -2.171 -0.085  0.19


Model 3:
Below is an isolated molecule of C10H9NO, with properties calculated with wB97M-V/def2-TZVPD.

E_HOMO (alpha / beta): -7.34 / -7.39 eV
frontier orbital gap (alpha / beta): 7.101 / 6.867 eV
2S+1: 1
SMILES: O=C=C1CCCc2ncccc21

Last column: natural (NBO) charge in e.
Positions of all 21 atoms, in Å:
O 3.167 2.011 1.352  -0.46
C 2.496 1.397 0.636  0.64
C 0.914 1.026 0.158  -0.11
C 0.405 1.879 -0.956  -0.46
C -0.622 1.116 -1.794  -0.38
C -1.620 0.413 -0.876  -0.44
C -0.906 -0.558 0.014  0.22
N -1.523 -1.670 0.350  -0.41
C -0.915 -2.538 1.143  0.02
C 0.368 -2.341 1.641  -0.25
C 1.039 -1.192 1.285  -0.15
C 0.407 -0.249 0.460  -0.16
H -0.065 2.768 -0.521  0.21
H 1.225 2.228 -1.586  0.24
H -0.114 0.373 -2.412  0.20
H -1.142 1.811 -2.453  0.22
H -2.376 -0.124 -1.450  0.24
H -2.136 1.157 -0.262  0.21
H -1.479 -3.431 1.375  0.19
H 0.828 -3.082 2.275  0.22
H 2.050 -0.994 1.620  0.21


Which one is most stable, and which one is least stable? model 2 is the most stable of them, while model 1 is the least stable.


Model 1:
Below is a cluster of 2 separate species, C2H8O2 in total, with properties calculated with wB97M-V/def2-TZVPD.

E_HOMO: -9.77 eV
frontier orbital gap: 10.458 eV
2S+1: 1
SMILES: CO.CO

Last column: natural (NBO) charge in e.
Positions of all 12 atoms, in Å:
C 2.172 0.372 -0.230  -0.28
O 1.202 -0.382 0.573  -0.74
H 3.255 0.294 0.183  0.18
H 2.350 -0.106 -1.212  0.15
H 1.889 1.345 -0.555  0.17
H 0.570 -0.615 -0.152  0.49
C -2.129 0.474 0.130  -0.27
O -1.143 -0.481 -0.302  -0.75
H -1.779 1.536 0.262  0.20
H -3.078 0.404 -0.610  0.18
H -2.297 0.180 1.208  0.18
H -1.639 -1.206 -0.692  0.48


Model 2:
Below is a cluster of 3 separate species, C2H8O2 in total, with properties calculated with wB97M-V/def2-TZVPD.

E_HOMO: -9.31 eV
frontier orbital gap: 6.859 eV
2S+1: 1

Last column: natural (NBO) charge in e.
Positions of all 12 atoms, in Å:
O 1.134 0.524 1.412  -0.99
H 1.835 -0.162 1.399  0.45
H 0.556 0.267 0.652  0.50
H 3.587 5.867 -0.215  0.00
C -1.315 -1.315 -0.154  -0.24
O -0.321 -0.534 -0.534  -0.71
C -1.709 -2.389 -1.033  -0.01
H -2.152 -0.583 -0.029  0.33
H -1.069 -1.871 0.815  0.29
H -2.596 -2.939 -0.789  0.18
H -1.272 -2.653 -1.986  0.21
H 3.323 5.788 0.461  0.00


Model 3:
Below is a cluster of 2 separate species, C2H8O2 in total, with properties calculated with wB97M-V/def2-TZVPD.

E_HOMO: -10.04 eV
frontier orbital gap: 10.806 eV
2S+1: 1
SMILES: CO.CO

Last column: natural (NBO) charge in e.
Positions of all 12 atoms, in Å:
C 0.821 1.534 -0.274  -0.26
O 1.338 0.194 -0.180  -0.74
H -0.253 1.558 -0.123  0.18
H 0.980 1.905 -1.287  0.18
H 1.430 2.169 0.364  0.18
H 1.843 0.173 0.634  0.47
C -1.051 -1.364 0.495  -0.24
O -1.567 -1.016 -0.783  -0.72
H -1.899 -1.744 1.058  0.18
H -0.528 -0.561 1.002  0.16
H -0.305 -2.158 0.381  0.16
H -0.809 -0.691 -1.286  0.47


Which one is most stable, and which one is least stable? model 3 is the most stable of them, while model 2 is the least stable.


Model 1:
Below is a cluster of 2 separate species, C4H6NS in total, with properties calculated with wB97M-V/def2-TZVPD.

total charge: +1
E_HOMO (alpha / beta): -12.98 / -12.70 eV
frontier orbital gap (alpha / beta): 4.024 / 3.070 eV
2S+1: 1

Last column: natural (NBO) charge in e.
Positions of all 12 atoms, in Å:
C -2.176 0.855 -0.199  -0.29
C -0.799 0.636 -0.507  0.01
C -2.578 -0.045 0.758  -0.43
C 3.459 -0.544 -0.053  0.26
N -0.253 -0.363 0.132  -0.65
S -1.315 -1.064 1.173  0.72
H -2.854 1.477 -0.810  0.26
H -0.327 1.224 -1.324  0.22
H -3.628 -0.296 1.184  0.28
H 3.520 -1.510 0.340  0.20
H 4.209 -0.543 -0.788  0.19
H 2.742 0.173 0.096  0.22


Model 2:
Below is the ion C4H6NS with charge +1, with properties calculated with wB97M-V/def2-TZVPD.

total charge: +1
E_HOMO: -14.42 eV
frontier orbital gap: 10.090 eV
2S+1: 1
SMILES: C1CC1=[N+]1CS1

Last column: natural (NBO) charge in e.
Positions of all 12 atoms, in Å:
C -0.878 -1.604 -0.189  -0.43
C -0.028 -0.911 -1.368  -0.47
C -0.225 -0.312 -0.094  0.37
N -0.005 0.521 0.812  -0.43
C 0.764 2.006 1.007  -0.26
S -0.275 1.280 2.240  0.61
H -0.266 -2.310 0.370  0.28
H -1.939 -1.454 -0.391  0.28
H -0.183 -0.526 -2.411  0.31
H 0.997 -1.433 -1.492  0.28
H 1.743 1.934 0.936  0.22
H 0.296 2.810 0.581  0.23


Which one is most stable, and which one is least stable? model 2 is the most stable of them, while model 1 is the least stable.


Model 1:
Below is a cluster of 2 separate species, C6H15NO in total, with properties calculated with wB97M-V/def2-TZVPD.

total charge: -1
E_HOMO (alpha / beta): 1.27 / -5.66 eV
frontier orbital gap (alpha / beta): 2.544 / 9.280 eV
2S+1: 2

Last column: natural (NBO) charge in e.
Positions of all 23 atoms, in Å:
C -0.206 0.396 1.075  -0.42
C -0.431 -1.084 0.620  -0.55
C 0.747 -1.590 -0.198  -0.55
C 1.007 -0.785 -1.461  -0.52
C -0.094 -0.750 -2.455  -0.15
C -1.066 0.145 -2.541  -0.43
N -0.016 0.552 2.563  -1.02
H 0.787 0.732 0.818  0.19
H -1.021 1.061 0.788  0.16
H -1.374 -1.113 0.070  0.19
H -0.455 -1.616 1.579  0.21
H 1.558 -1.822 0.508  0.19
H 0.483 -2.600 -0.563  0.18
H 1.972 -0.939 -1.979  0.21
H 1.252 0.236 -1.134  0.20
H -0.013 -1.613 -3.118  0.18
H -1.753 0.107 -3.371  0.18
H -1.044 1.072 -1.975  0.20
H -0.685 0.012 3.107  0.32
H 0.889 0.107 2.744  0.29
H 0.472 3.448 1.965  0.46
H -0.771 2.634 1.624  0.48
O -0.240 3.409 1.335  -0.99


Model 2:
Below is a cluster of 2 separate species, C6H15NO in total, with properties calculated with wB97M-V/def2-TZVPD.

total charge: -1
E_HOMO (alpha / beta): 0.94 / -5.37 eV
frontier orbital gap (alpha / beta): 2.641 / 8.814 eV
2S+1: 2

Last column: natural (NBO) charge in e.
Positions of all 23 atoms, in Å:
C 1.123 -1.063 1.038  -0.24
C 0.707 0.409 1.111  -0.45
C 0.061 0.847 -0.200  -0.01
C -1.225 0.595 -0.386  -0.29
C -2.014 0.966 -1.623  -0.73
C 0.994 1.567 -1.149  -0.65
N 2.481 -1.250 1.573  -0.86
H 0.475 -1.643 1.694  0.20
H 0.993 -1.469 0.043  0.18
H 1.567 1.044 1.351  0.18
H 0.003 0.581 1.924  0.22
H -1.809 0.127 0.391  0.20
H -2.616 0.122 -1.970  0.21
H -2.533 1.898 -1.401  0.20
H -1.345 1.139 -2.475  0.18
H 1.774 0.843 -1.423  0.21
H 0.453 2.085 -1.930  0.21
H 1.599 2.250 -0.541  0.20
H 3.156 -0.535 1.326  0.34
H 2.909 -2.106 1.239  0.35
H -2.291 -2.041 1.255  0.35
H -2.593 -2.119 -0.245  0.36
O -1.870 -2.246 0.398  -1.35


Which one is most stable, and which one is least stable? model 2 is the most stable of them, while model 1 is the least stable.


Model 1:
Below is an isolated molecule of C2H4N2, with properties calculated with wB97M-V/def2-TZVPD.

E_HOMO: -9.37 eV
frontier orbital gap: 10.088 eV
2S+1: 1
SMILES: C=NN=C

Last column: natural (NBO) charge in e.
Positions of all 8 atoms, in Å:
C 0.180 -0.200 1.664  -0.11
N -0.001 0.503 0.605  -0.30
N 0.170 -0.337 -0.581  -0.31
C -0.269 0.074 -1.647  -0.05
H 0.276 -1.440 1.519  0.20
H -0.303 0.446 2.495  0.22
H -0.418 1.224 -1.888  0.16
H -0.208 -0.630 -2.390  0.18


Model 2:
Below is an isolated molecule of C2H4N2, with properties calculated with wB97M-V/def2-TZVPD.

E_HOMO: -9.93 eV
frontier orbital gap: 10.621 eV
2S+1: 1
SMILES: C=NN=C

Last column: natural (NBO) charge in e.
Positions of all 8 atoms, in Å:
C 0.006 -0.118 -1.556  -0.15
N -0.633 0.371 -0.476  -0.24
N 0.018 0.544 0.788  -0.22
C 0.495 -0.555 1.281  -0.14
H -0.712 0.038 -2.266  0.21
H 1.026 -0.377 -1.552  0.18
H 0.048 -1.535 0.967  0.17
H 0.944 -0.492 2.312  0.19


Model 3:
Below is an isolated molecule of C2H4N2, with properties calculated with wB97M-V/def2-TZVPD.

E_HOMO: -10.36 eV
frontier orbital gap: 11.190 eV
2S+1: 1
SMILES: N#CCN

Last column: natural (NBO) charge in e.
Positions of all 8 atoms, in Å:
N 2.068 -0.649 -0.711  -0.32
C 1.251 0.039 -0.264  0.25
C -0.085 0.618 0.012  -0.32
N -1.033 -0.472 0.195  -0.79
H -0.148 1.317 0.852  0.23
H -0.321 1.187 -0.892  0.23
H -0.695 -1.258 -0.353  0.37
H -1.036 -0.781 1.161  0.36


Which one is most stable, and which one is least stable? model 3 is the most stable of them, while model 1 is the least stable.